Record 1
DFT (ωB97M-V/def2-TZVPD) results for one molecule with the formula C24H22N2O5S.

Each line ends with the Löwdin charge.
Positions of all 54 atoms, in Å:
C: -0.6856 4.3122 -5.1658  -0.06
C: -0.1006 3.9506 -3.8089  -0.25
O: -0.8916 2.9082 -3.2696  -0.08
C: -0.4274 2.2328 -2.1762  -0.19
C: 0.6097 2.7065 -1.3822  -0.01
C: 1.1184 1.9684 -0.3292  -0.04
C: 0.5830 0.7286 -0.0383  -0.19
C: 1.2147 -0.1833 0.9881  -0.15
C: 0.2163 -0.7141 1.9917  -0.04
C: -0.5169 0.2251 2.8479  -0.36
O: -0.6214 1.4028 2.5464  0.11
C: -1.1026 -0.2806 4.0882  -0.43
C: -2.0661 0.3711 4.8207  -0.10
C: -2.3956 -0.2922 6.0118  -0.18
C: -1.6628 -1.4279 6.1893  -0.39
S: -0.5811 -1.7198 4.8974  1.10
C: 0.0900 -2.0434 1.7990  -0.19
O: -0.7101 -2.9601 2.3438  0.06
C: 1.0369 -2.4820 0.7365  -0.39
O: 1.1493 -3.6323 0.3490  0.08
N: 1.7153 -1.3877 0.3513  0.02
C: 2.6954 -1.3685 -0.7097  -0.06
C: 2.1033 -0.9306 -2.0257  -0.19
C: 1.1250 -1.6965 -2.6507  -0.01
C: 0.5727 -1.2457 -3.8365  -0.05
C: 1.0228 -0.0403 -4.3529  -0.15
N: 1.9635 0.6888 -3.7779  0.08
C: 2.4876 0.2513 -2.6472  -0.11
C: -0.4941 0.2736 -0.7803  0.06
C: -1.0149 0.9959 -1.8457  -0.19
O: -2.0450 0.3698 -2.4804  -0.07
C: -2.7304 0.9795 -3.5513  -0.07
H: -0.1212 5.1305 -5.6035  0.08
H: -1.7239 4.6137 -5.0554  0.08
H: -0.6418 3.4549 -5.8317  0.07
H: 0.9368 3.6087 -3.9179  0.12
H: -0.1241 4.8270 -3.1464  0.12
H: 1.0499 3.6657 -1.5992  0.11
H: 1.9376 2.3626 0.2518  0.12
H: 2.0336 0.3485 1.4880  0.17
H: -2.5115 1.2904 4.4859  0.12
H: -3.1350 0.0564 6.7101  0.10
H: -1.6995 -2.1161 7.0111  0.06
H: -0.4984 -3.8091 1.9111  0.13
H: 3.5132 -0.7015 -0.4219  0.13
H: 3.0735 -2.3925 -0.7974  0.14
H: 0.8053 -2.6285 -2.2075  0.12
H: -0.1911 -1.8131 -4.3444  0.11
H: 0.6205 0.3619 -5.2738  0.11
H: 3.2565 0.8804 -2.2165  0.12
H: -0.9458 -0.6836 -0.5680  0.14
H: -3.1394 1.9510 -3.2691  0.10
H: -3.5459 0.2961 -3.7895  0.09
H: -2.0877 1.0989 -4.4259  0.09

## Properties
energy above the lowest of the compared OMol25 structures with the same formula, charge and spin: 6.0 kcal/mol
HOMO-LUMO gap: 7.69 eV
LUMO energy: -0.269 eV
SMILES: CCOc1ccc([C@H]2C(C(=O)c3cccs3)=C(O)C(=O)N2Cc2cccnc2)cc1OC

Record 2
DFT (ωB97M-V/def2-TZVPD) results for C24H22N6O2Tc as an isolated structure at a distorted geometry.

Each line ends with the Löwdin charge.
Positions of all 55 atoms, in Å:
N: -1.2103 3.8010 0.4121  0.13
C: -0.6127 4.2485 -0.4837  -0.28
C: 0.1250 4.8917 -1.5592  -0.05
H: -0.5590 5.5019 -2.1674  0.11
H: 0.6210 4.1558 -2.2072  0.05
H: 0.8899 5.5540 -1.1299  0.11
N: 4.6290 -1.6591 -3.8275  0.43
C: 4.7959 -2.5619 -3.1072  0.04
C: 5.1240 -3.7046 -2.2667  0.08
H: 6.0912 -4.1004 -2.6032  0.18
H: 4.3718 -4.4994 -2.3533  0.14
H: 5.2152 -3.4111 -1.2128  0.14
N: -4.2661 -0.4092 0.1673  0.14
C: -4.2992 -1.2057 -0.6808  -0.29
C: -4.5033 -2.2584 -1.6693  -0.05
H: -4.2890 -3.2395 -1.2211  0.10
H: -3.8570 -2.1269 -2.5472  0.05
H: -5.5530 -2.2459 -2.0018  0.12
Tc: 0.0957 -0.2084 -2.2824  1.33
C: 0.4955 -2.1407 -1.9393  -0.11
O: 0.7079 -3.2575 -1.7214  0.20
C: 1.6747 0.6427 -1.3883  -0.10
O: 2.5560 1.1324 -0.8175  0.21
C: 0.1788 1.4405 -3.4958  -0.15
C: -1.0295 1.4240 -2.7724  -0.13
C: -1.8389 0.2755 -2.7896  -0.12
C: -1.4347 -0.8433 -3.5239  -0.13
C: -0.1925 -0.8485 -4.1960  -0.15
C: 0.6145 0.2988 -4.1750  -0.16
H: 0.8025 2.3233 -3.4963  0.15
H: -1.3095 2.2930 -2.1970  0.13
H: -2.7588 0.2668 -2.2032  0.14
H: -2.0525 -1.7378 -3.5255  0.14
H: 0.1872 -1.7456 -4.6725  0.16
H: 1.5922 0.2728 -4.6429  0.16
N: -1.3257 1.9688 8.8148  0.34
C: -1.0492 1.5750 7.7470  -0.02
C: -0.7174 1.0953 6.4324  -0.12
C: -1.4670 1.5145 5.3230  0.08
C: -1.1441 1.0614 4.0407  0.07
C: -0.0716 0.1746 3.8755  -0.10
C: 0.6808 -0.2548 4.9798  0.07
C: 0.3535 0.2080 6.2592  0.08
N: 0.2533 -0.2853 2.5865  0.04
C: 1.2778 -1.1810 2.2741  0.03
C: 1.2440 -1.3512 0.9154  -0.12
N: 0.2305 -0.5771 0.3713  0.01
C: -0.3571 0.0480 1.3932  -0.04
H: -2.3050 2.1975 5.4640  0.16
H: -1.7168 1.3975 3.1763  0.13
H: 1.5190 -0.9403 4.8500  0.13
H: 0.9338 -0.1231 7.1230  0.16
H: 1.9447 -1.6098 2.9984  0.13
H: 1.9015 -1.9781 0.3426  0.10
H: -1.1870 0.7407 1.3305  0.13

## Properties
⟨S²⟩: 3.7947
HOMO-LUMO gap (spin up / spin down): 7.31 / 2.18 eV
LUMO energy (spin up / spin down): -13.197 / -18.443 eV
net charge: +4
multiplicity: 4

Record 3
DFT (ωB97M-V/def2-TZVPD) results for C24H22N8O2Pd as an isolated structure.

Each line ends with the Löwdin charge.
Positions of all 57 atoms, in Å:
Pd: 0.4694 -0.4106 -0.4717  1.11
C: 2.4501 -0.8167 3.6528  -0.01
O: 2.3151 -2.1052 2.9507  0.08
C: 1.7558 -1.8320 1.8009  -0.31
N: 1.4623 -0.6169 1.5096  0.06
C: 1.8158 0.2124 2.6859  -0.22
C: 0.6513 0.9736 3.2759  -0.19
C: -0.5723 1.1176 2.6385  -0.06
C: -1.5913 1.8588 3.2260  -0.07
C: -1.3933 2.4699 4.4531  -0.06
C: -0.1686 2.3367 5.0939  -0.05
C: 0.8431 1.5934 4.5092  -0.03
C: 1.4606 -2.9559 0.8690  -0.14
C: 1.7930 -4.2894 1.0315  0.07
C: 1.4061 -5.1792 0.0330  0.03
C: 0.7181 -4.7304 -1.0927  0.07
C: 0.4420 -3.3786 -1.1710  -0.14
N: 0.7990 -2.5394 -0.2034  0.06
C: -0.2498 -2.6302 -2.2524  -0.31
N: -0.0996 -1.3596 -2.3388  0.04
C: -1.0802 -0.8549 -3.3108  -0.21
C: -1.8051 -2.1443 -3.7678  0.01
O: -1.0967 -3.2268 -3.0524  0.09
C: -1.9207 0.2051 -2.6389  -0.19
C: -2.5784 1.1683 -3.3918  -0.01
C: -3.3157 2.1684 -2.7706  -0.03
C: -3.3962 2.2347 -1.3852  -0.04
C: -2.7432 1.2840 -0.6162  -0.06
C: -2.0283 0.2725 -1.2476  -0.10
H: 3.5115 -0.6680 3.8287  0.14
H: 1.9137 -0.9152 4.5926  0.14
H: 2.5741 0.9265 2.3548  0.16
H: -0.7611 0.6378 1.6833  0.06
H: -2.5488 1.9505 2.7299  0.10
H: -2.1870 3.0424 4.9122  0.12
H: 0.0000 2.8120 6.0501  0.12
H: 1.7943 1.5132 5.0231  0.13
H: 2.3327 -4.6172 1.9087  0.14
H: 1.6462 -6.2291 0.1293  0.14
H: 0.4100 -5.4058 -1.8781  0.14
H: -0.5442 -0.4071 -4.1498  0.16
H: -1.7153 -2.3499 -4.8294  0.14
H: -2.8448 -2.2018 -3.4534  0.15
H: -2.5082 1.1489 -4.4726  0.13
H: -3.8242 2.9074 -3.3746  0.12
H: -3.9705 3.0186 -0.9115  0.12
H: -2.8028 1.3124 0.4630  0.09
H: -1.6604 -0.5441 -0.6019  0.09
N: 3.2143 3.0549 -3.0996  0.17
N: 2.1840 2.7368 -2.2382  -0.27
N: 1.5409 3.6605 -1.5686  0.16
C: 0.7486 2.9258 -0.7915  -0.15
N: 0.9357 1.6312 -1.0154  -0.10
N: 1.8745 1.5135 -1.9598  0.08
H: 3.0657 4.0082 -3.4155  0.12
H: 3.2259 2.3785 -3.8553  0.11
H: 0.0529 3.3342 -0.0794  0.13

## Properties
⟨S²⟩: 2.0059
energy above the lowest of the compared OMol25 structures with the same formula, charge and spin: 0.0 kcal/mol
HOMO-LUMO gap (spin up / spin down): 7.78 / 5.48 eV
LUMO energy (spin up / spin down): -6.477 / -8.775 eV
net charge: +2
multiplicity: 3

Record 4
DFT (ωB97M-V/def2-TZVPD) results for C24H23B2BrN13O2Ti as an isolated structure.

Each line ends with the Löwdin charge.
Positions of all 66 atoms, in Å:
Ti: 0.2284 0.1937 0.2863  1.27
C: -3.5909 -0.2292 2.2305  0.00
C: -2.3371 0.3475 2.1664  -0.10
N: -1.5311 -0.3646 1.3683  -0.03
N: -2.2713 -1.4216 0.9096  0.06
C: -3.5021 -1.3533 1.4251  -0.02
B: -1.5583 -2.4584 -0.0086  -0.63
N: -1.1676 -1.7934 -1.3682  0.04
C: -1.6365 -2.0426 -2.5967  -0.03
C: -0.8554 -1.3719 -3.5183  0.00
C: 0.0912 -0.7038 -2.7553  -0.09
N: -0.0978 -0.9578 -1.4586  -0.05
N: -0.2260 -2.7852 0.6972  0.03
C: 0.1780 -3.9125 1.2910  -0.01
C: 1.3796 -3.6674 1.9282  0.00
C: 1.6384 -2.3268 1.6883  -0.09
N: 0.6632 -1.7949 0.9396  -0.04
N: -2.3294 -3.7190 -0.2777  -0.02
C: -1.9044 -4.7600 -1.0455  -0.10
C: -2.8347 -5.7596 -0.9560  -0.05
C: -3.8130 -5.2418 -0.0846  -0.13
N: -3.5101 -4.0248 0.3189  0.07
H: -4.4401 0.0977 2.8017  0.11
H: -1.9667 1.2431 2.6362  0.12
H: -4.2168 -2.1227 1.1965  0.11
H: -2.4766 -2.7021 -2.7343  0.14
H: -0.9490 -1.3804 -4.5887  0.11
H: 0.8912 -0.0541 -3.0629  0.12
H: -0.4181 -4.8069 1.2232  0.14
H: 1.9821 -4.3622 2.4833  0.11
H: 2.4749 -1.7298 2.0018  0.11
H: -0.9780 -4.7095 -1.5946  0.13
H: -2.8145 -6.7186 -1.4411  0.10
H: -4.7246 -5.7041 0.2567  0.11
B: 3.4982 0.2635 0.1485  -0.38
N: 2.9589 0.5894 1.5745  -0.06
C: 3.5723 0.9195 2.7080  -0.04
C: 2.6199 1.1109 3.7018  -0.02
C: 1.4108 0.8782 3.0719  -0.10
N: 1.6254 0.5538 1.7887  -0.09
N: 2.8546 1.3049 -0.8073  -0.05
C: 3.4138 2.2110 -1.5979  -0.03
C: 2.4186 2.8577 -2.3238  -0.01
C: 1.2471 2.2610 -1.9064  -0.12
N: 1.5103 1.3144 -0.9838  -0.05
H: 4.6902 0.3602 0.1325  0.09
H: 3.0706 -0.8207 -0.1704  0.07
H: 4.6464 0.9942 2.7283  0.14
H: 2.7858 1.3812 4.7285  0.11
H: 0.4092 0.9176 3.4676  0.12
H: 4.4839 2.3320 -1.5979  0.14
H: 2.5387 3.6349 -3.0559  0.11
H: 0.2332 2.4425 -2.2200  0.12
Br: -2.5718 7.0820 1.6639  0.80
C: -2.6800 5.5789 0.5444  -0.66
C: -3.5880 5.5687 -0.5127  -0.15
N: -3.7234 4.5474 -1.3523  0.10
C: -2.9480 3.4876 -1.1606  -0.05
C: -2.0176 3.4107 -0.1287  -0.11
C: -1.8738 4.4800 0.7499  -0.03
C: -1.2104 2.2028 0.0256  -0.55
O: -1.2635 1.2311 -0.7913  -0.05
O: -0.3893 2.0436 0.9852  -0.07
H: -4.2279 6.4266 -0.6797  0.11
H: -3.0690 2.6582 -1.8464  0.13
H: -1.1533 4.4453 1.5561  0.13

## Properties
energy above the lowest of the compared OMol25 structures with the same formula, charge and spin: 0.0 kcal/mol
HOMO-LUMO gap: 7.47 eV
LUMO energy: -4.482 eV
net charge: +1